Entry 1:
This record from OMol25 describes a cluster of 6 separate species, C18H36O6 in total at a distorted geometry. The level of theory is the ωB97M-V functional and the def2-TZVPD basis.

Structure (ORCA input):
```
! wB97M-V def2-TZVPD RIJCOSX def2/J DEFGRID3
* xyz 0 1
O 3.14 -0.73 0.36
O -1.57 0.74 -1.69
O -3.92 -1.81 2.71
O 0.63 1.99 3.61
O 2.72 -1.51 5.57
O -0.09 -0.59 -5.84
C -3.38 -0.69 2.49
C -0.44 2.79 1.59
C 4.46 -1.01 4.06
C -1.89 -0.47 2.85
C 2.31 -1.40 -0.27
C 0.04 -2.22 -4.10
C 0.83 -1.10 -0.10
C 2.73 -2.49 -1.19
C 0.77 2.30 2.39
C 1.91 -1.04 3.32
C -0.68 -1.42 -5.15
C 2.97 -1.22 4.38
C -2.39 2.97 -1.74
C -2.14 -1.66 -5.21
C 2.09 2.23 1.65
C -1.71 1.76 -2.36
C -4.15 0.52 1.88
C -1.30 1.82 -3.82
H -4.88 0.30 1.10
H -1.41 -1.28 3.39
H 4.83 -1.96 3.68
H 4.39 -0.39 3.17
H -2.53 -0.89 -5.88
H -0.05 -1.67 -3.16
H -2.51 2.76 -0.68
H 2.17 1.71 0.69
H -2.62 -1.59 -4.24
H -2.38 -2.60 -5.70
H -1.74 0.50 3.32
H 0.91 -0.86 3.73
H 2.26 -0.25 2.66
H 0.20 -1.84 -0.59
H -2.04 1.33 -4.45
H 0.64 -1.15 0.97
H -3.34 3.05 -2.27
H -0.08 3.60 0.95
H 2.31 3.28 1.46
H -4.66 1.01 2.70
H 2.57 -2.08 -2.19
H -1.16 3.12 2.34
H -0.43 -3.19 -3.94
H 5.11 -0.66 4.87
H 1.07 -2.53 -4.28
H 0.54 -0.11 -0.44
H -3.47 1.22 1.40
H -0.34 1.31 -3.95
H 1.91 -2.00 2.81
H 2.85 1.77 2.27
H -1.28 -0.44 1.95
H -1.75 3.85 -1.82
H -1.18 2.85 -4.18
H 2.07 -3.34 -1.04
H -0.73 2.02 0.88
H 3.78 -2.64 -0.93
*
```

Output
Kohn-Sham gap   9.3 eV
SMILES   CC(C)=O.CC(C)=O.CC(C)=O.CC(C)=O.CC(C)=O.CC(C)=O
E_tot   -31533.31676 eV

***

Entry 2:
This record from OMol25 describes a cluster of 6 separate species, C18H37Br2N3O2S2 in total at a distorted geometry. The level of theory is the ωB97M-V functional and the def2-TZVPD basis.

Structure (ORCA input):
```
! wB97M-V def2-TZVPD RIJCOSX def2/J DEFGRID3
* xyz 1 2
Br -21.17 -8.50 -20.86
Br -16.48 -7.52 -21.15
S -19.71 -10.12 -17.54
S -15.79 -12.66 -18.83
O -18.59 -9.53 -18.40
O -14.40 -13.13 -19.32
N -20.12 -13.58 -16.88
N -15.87 -8.38 -16.15
N -18.10 -12.30 -12.55
C -15.48 -11.37 -17.51
C -21.63 -15.68 -16.88
C -17.13 -6.26 -17.23
C -19.44 -7.60 -20.74
C -19.63 -17.31 -16.26
C -19.02 -10.59 -15.88
C -14.90 -5.10 -18.14
C -16.43 -7.47 -16.63
C -18.11 -13.20 -13.28
C -20.67 -8.63 -16.98
C -20.78 -14.49 -16.93
C -20.96 -17.04 -17.06
C -16.37 -11.60 -20.25
C -16.20 -5.00 -17.28
C -17.56 -15.59 -13.35
C -18.35 -8.32 -21.50
C -16.03 -15.58 -13.07
C -18.11 -14.40 -14.09
H -19.18 -14.54 -14.23
H -21.09 -8.11 -17.84
H -14.95 -10.49 -17.87
H -21.47 -9.06 -16.38
H -17.65 -14.23 -15.07
H -20.68 -17.17 -18.10
H -16.79 -4.11 -17.48
H -19.74 -10.71 -15.07
H -14.21 -4.28 -17.95
H -15.07 -5.26 -19.20
H -19.66 -6.68 -21.29
H -18.27 -9.32 -21.07
H -15.57 -10.92 -20.55
H -22.33 -15.65 -17.72
H -18.57 -11.58 -15.90
H -17.79 -16.45 -13.97
H -21.74 -17.79 -16.90
H -14.41 -6.01 -17.79
H -19.81 -17.39 -15.19
H -20.07 -7.93 -16.40
H -18.90 -16.51 -16.36
H -18.04 -5.99 -16.71
H -16.50 -12.33 -21.05
H -18.58 -8.32 -22.57
H -18.12 -15.76 -12.43
H -16.48 -11.10 -17.15
H -17.31 -11.08 -20.09
H -15.03 -11.83 -16.63
H -19.10 -18.22 -16.55
H -22.05 -15.58 -15.88
H -18.29 -9.86 -15.51
H -15.88 -4.97 -16.24
H -15.44 -15.75 -13.97
H -15.75 -14.77 -12.39
H -17.23 -6.76 -18.20
H -19.25 -7.42 -19.69
H -15.89 -16.43 -12.40
*
```

Output
Kohn-Sham gap (spin up / spin down)   8.7 / 4.1 eV
E_tot   -189575.59047 eV

***

> E_tot of number 2 (C18H37Br2N3O2S2)?

-189575.59047 eV